Entry 1:
{"formula": "C37H64ClN7O2PS", "method": "ωB97M-V/def2-TZVPD", "symbols": ["C", "N", "C", "H", "N", "H", "H", "H", "H", "H", "H", "H", "H", "H", "C", "C", "C", "Cl", "C", "H", "H", "O", "N", "H", "H", "S", "C", "C", "C", "H", "H", "H", "H", "C", "C", "C", "C", "H", "C", "H", "H", "H", "C", "C", "C", "H", "H", "H", "H", "C", "H", "H", "C", "C", "H", "N", "H", "C", "O", "C", "C", "C", "H", "P", "H", "C", "C", "C", "C", "H", "H", "C", "C", "H", "H", "H", "H", "H", "H", "H", "H", "H", "H", "H", "N", "N", "C", "H", "H", "H", "H", "H", "H", "H", "H", "C", "C", "C", "H", "C", "H", "H", "C", "H", "H", "N", "H", "H", "H", "H", "C", "H", "H"], "coordinates": [[-6.866, -1.265, 1.036], [2.823, 2.911, -0.119], [-9.629, -10.926, -1.505], [8.492, 0.499, -3.094], [-8.605, -4.343, -2.883], [3.429, 2.232, 0.358], [0.256, -2.305, -1.701], [-6.644, -3.551, -3.154], [6.446, 1.847, -3.441], [1.790, 0.402, -0.989], [1.106, 1.598, -2.097], [6.332, 4.506, 0.017], [8.346, 0.366, 1.693], [3.735, 0.574, 5.332], [-1.670, 0.495, 2.557], [6.631, 1.395, -2.443], [-0.366, 0.673, -0.785], [4.234, 4.059, 1.750], [-0.458, -2.384, -0.856], [3.035, 2.787, -1.117], [-4.079, -2.765, 1.377], [0.840, -1.907, 1.051], [-10.280, -9.748, -1.752], [-10.187, -5.723, -2.509], [1.666, 1.951, 5.562], [-2.346, 5.593, 0.589], [-5.655, -1.382, 1.664], [7.663, -0.360, -0.257], [1.059, 1.243, -1.050], [4.911, 6.307, 0.332], [-8.946, -11.343, -2.227], [-1.904, 1.576, 2.565], [-0.621, 0.349, 2.892], [-8.080, -6.462, -2.507], [-6.884, -5.729, -2.725], [-5.765, -3.000, 0.123], [4.777, 5.898, -0.695], [1.282, 1.730, 0.957], [-9.124, -5.580, -2.608], [5.138, 1.937, -0.910], [-8.164, -7.517, -2.299], [-0.781, 0.130, -1.664], [-11.078, -9.435, -0.685], [1.497, 3.306, 3.353], [8.194, -0.617, 1.203], [7.576, -1.296, -0.839], [1.148, 5.542, 0.695], [-5.877, -6.114, -2.716], [-2.488, 0.373, 0.473], [5.974, 4.920, -0.944], [6.788, 2.499, -0.596], [-11.673, -8.536, -0.684], [0.566, 3.590, 0.219], [6.022, 2.402, -1.394], [-11.447, -10.470, 1.201], [0.202, 5.799, -1.686], [-5.417, -3.849, -0.442], [1.541, 4.553, 1.032], [2.406, 3.571, 4.436], [-1.442, 4.341, 0.806], [-10.942, -10.428, 0.249], [-10.022, -11.374, -0.271], [-10.185, -9.197, -2.587], [0.239, 4.221, -1.550], [3.134, 2.761, 6.149], [0.056, -1.468, 0.273], [2.621, 2.408, 5.230], [8.165, 1.216, -2.308], [1.458, 2.297, 0.014], [7.402, -1.146, 1.771], [-1.035, 1.550, -0.652], [-7.241, -4.425, -2.951], [-6.937, -2.292, 0.058], [6.658, 0.088, -0.125], [6.816, 5.550, -1.305], [-5.209, -0.805, 2.458], [6.536, 3.935, -2.802], [9.646, 0.169, -0.995], [4.785, 6.788, -1.355], [2.001, 5.450, 2.972], [4.576, 1.860, 4.368], [1.993, 2.522, 2.738], [-9.143, -3.505, -3.014], [4.782, 3.874, -2.567], [-4.991, -2.444, 1.106], [-0.703, 3.390, 0.979], [3.602, 1.377, 4.581], [3.186, 0.973, 3.639], [0.953, 6.081, -2.318], [8.726, 2.151, -2.524], [-2.057, -1.166, 1.238], [6.152, 0.401, -2.411], [-2.315, -0.062, 3.259], [-9.686, -12.281, 0.206], [-1.482, -2.148, -1.203], [-1.725, -0.110, 1.111], [5.748, 3.806, -2.031], [8.643, 0.639, -0.939], [1.278, 3.722, -2.382], [3.009, 4.314, 0.472], [-7.754, -2.489, -0.617], [-7.619, -0.525, 1.253], [1.358, 4.642, 2.574], [-0.994, 3.699, -2.027], [0.555, 2.939, 3.805], [-0.384, -0.100, 0.461], [8.761, 1.492, -0.230], [-0.460, -3.446, -0.551], [2.644, 6.120, -0.624], [3.093, 4.817, -1.707], [3.352, 5.273, -0.730], [9.129, -1.201, 1.178], [0.320, 5.002, 2.736]], "charge": 1, "orbital_gap_ha": 0.2342, "homo_energy_ev": -9.1120, "e_tot_ev": -86568.3135}

Entry 2:
{"formula": "C37H64CsF6GeN5O3P", "method": "ωB97M-V/def2-TZVPD", "symbols": ["C", "H", "H", "H", "H", "H", "H", "H", "C", "H", "F", "H", "Cs", "C", "H", "P", "C", "H", "C", "C", "H", "C", "H", "C", "H", "H", "O", "C", "C", "C", "N", "H", "C", "H", "H", "H", "C", "H", "H", "H", "F", "N", "C", "C", "H", "C", "C", "H", "C", "H", "H", "H", "C", "O", "C", "H", "C", "H", "H", "H", "F", "H", "C", "H", "C", "C", "C", "H", "H", "C", "H", "H", "H", "F", "H", "H", "C", "N", "H", "H", "H", "F", "H", "H", "N", "H", "H", "Ge", "H", "F", "O", "C", "H", "H", "H", "H", "H", "C", "C", "H", "H", "H", "H", "H", "H", "C", "C", "H", "C", "C", "H", "C", "N", "H", "C", "H", "C", "H"], "coordinates": [[1.839, -2.501, -2.648], [-1.735, -2.660, -1.714], [2.711, 3.696, 0.807], [0.146, 0.137, -3.717], [3.451, -1.994, -0.468], [-1.007, -4.877, 1.833], [-3.036, -2.068, -3.385], [-0.991, -2.567, 5.706], [3.434, 2.976, 0.416], [-0.612, 2.414, 2.685], [-2.904, 0.237, -0.527], [0.067, 0.987, -5.268], [-0.513, 0.373, -0.399], [-1.669, -5.109, 2.669], [-1.181, 5.970, 1.593], [-4.466, -0.305, -0.293], [-0.498, 3.493, 2.559], [-1.406, 4.153, -3.931], [0.020, -2.263, 5.446], [1.108, -2.365, -4.970], [2.447, -3.938, 3.021], [-4.191, -1.678, 3.450], [-2.257, 0.532, -3.317], [0.238, -2.305, 3.962], [1.906, -1.627, 0.299], [2.966, 0.293, 5.371], [2.067, 2.431, -1.498], [3.367, 2.910, -1.100], [3.649, -0.937, 1.379], [2.660, -3.082, 3.666], [0.794, -2.772, -3.609], [-3.407, -3.176, -4.710], [-0.589, 5.368, 0.902], [1.750, -3.100, -5.462], [-1.365, -4.161, -5.972], [-2.825, 0.476, 2.538], [4.924, -0.480, 1.054], [2.946, 5.030, -1.319], [-2.509, 2.466, 0.988], [4.108, 0.895, -1.241], [-4.965, 0.806, -1.326], [-1.434, -3.231, -4.081], [-2.278, 3.516, 0.794], [-2.843, -3.061, -3.785], [-3.215, -3.803, -3.067], [-2.194, 1.526, -3.765], [-3.934, -4.073, 3.068], [5.399, -0.854, 0.155], [-2.268, -0.100, 3.282], [2.912, -2.927, 0.918], [-2.919, 2.172, -3.271], [3.532, 1.910, 4.963], [-0.841, 3.884, 1.127], [0.060, 3.107, 0.311], [5.587, 0.430, 1.859], [1.974, 1.329, 4.352], [3.060, -0.444, 2.543], [-1.040, -5.344, 3.531], [-2.464, 1.441, -4.820], [1.260, 1.483, -4.048], [-4.223, -1.360, -1.492], [0.742, -2.889, 5.967], [-4.734, -2.949, 3.332], [-5.807, -3.073, 3.400], [3.004, 1.041, 4.575], [3.690, 0.509, 3.349], [-2.578, -3.955, 2.954], [-0.088, -4.653, -4.846], [-2.433, 0.386, 4.248], [0.243, 1.116, -4.198], [-1.737, -5.241, -4.618], [-2.244, -5.998, 2.421], [-4.403, -5.040, 2.943], [-4.592, 0.741, 0.939], [-1.159, 3.994, 3.267], [4.431, 3.279, 0.739], [-2.020, -2.650, 3.148], [1.759, -0.867, 2.946], [0.198, -2.250, -5.552], [4.273, 1.832, -2.736], [0.534, 3.759, 2.793], [-5.936, -0.860, -0.054], [1.610, -2.995, -1.708], [3.218, 1.999, 0.850], [-0.772, -2.425, -1.941], [-0.870, 5.661, -0.113], [5.474, 1.654, 3.618], [0.547, 3.374, -1.383], [2.783, -2.882, -3.041], [-3.847, -1.403, 0.743], [-0.552, 2.286, -2.243], [-0.696, 3.447, -4.363], [6.581, 0.765, 1.595], [-0.924, 3.342, -5.424], [5.370, 2.129, -1.375], [-2.958, 4.117, 1.402], [-4.844, -0.824, 3.574], [4.968, 0.925, 2.996], [-1.136, -4.380, -4.927], [1.957, -1.425, -2.453], [0.314, 3.860, -4.283], [3.659, -2.716, 3.448], [0.192, -1.234, 5.775], [2.628, -3.439, 4.697], [-2.501, 3.716, -0.257], [1.628, -2.022, 3.447], [2.939, -1.921, 0.491], [-1.203, -0.023, 3.058], [-0.789, 2.103, -3.657], [-0.509, -2.798, -3.152], [3.513, 4.235, -2.803], [-2.835, -1.480, 3.305], [-0.695, -2.518, 3.153], [1.634, -1.405, -4.966], [4.344, 1.879, -1.649], [0.466, 5.604, 1.060], [3.629, 4.276, -1.720], [4.646, 4.606, -1.497]], "charge": 1, "orbital_gap_ha": [0.2506, 0.1805], "homo_energy_ev": [-10.5610, -10.5512], "e_above_lowest_ev": 0.0000, "e_tot_ev": -135660.1459}

Entry 3:
{"formula": "C37H65CoNO8P2Te2", "method": "ωB97M-V/def2-TZVPD", "symbols": ["Te", "H", "H", "H", "H", "C", "C", "H", "H", "C", "H", "C", "H", "H", "H", "C", "C", "H", "H", "C", "O", "H", "H", "C", "H", "C", "H", "C", "Te", "P", "O", "C", "O", "Co", "H", "C", "H", "H", "C", "C", "C", "C", "H", "H", "C", "C", "H", "H", "H", "C", "O", "H", "C", "C", "C", "H", "C", "C", "O", "H", "H", "C", "H", "H", "N", "H", "H", "H", "C", "H", "H", "C", "C", "H", "H", "H", "H", "H", "C", "H", "H", "H", "H", "C", "C", "H", "H", "P", "H", "H", "H", "C", "H", "C", "H", "H", "H", "H", "H", "H", "H", "H", "H", "O", "H", "C", "C", "H", "C", "C", "O", "O", "H", "H", "H", "H"], "coordinates": [[-0.441, 2.475, -3.657], [-2.743, 4.730, 0.835], [-2.041, 0.128, -6.932], [1.677, 1.026, 2.258], [0.984, -3.383, 5.076], [1.914, 0.064, -3.244], [2.155, 1.321, -2.450], [-4.998, -1.682, -0.494], [1.660, 4.411, -4.730], [0.293, 0.878, -7.652], [-3.152, 3.303, 1.762], [-4.906, -1.113, 0.431], [2.114, -0.818, -2.632], [-2.578, -3.220, -0.313], [2.184, -0.670, 2.431], [1.619, 2.675, -6.000], [-2.287, 2.890, -0.179], [-3.265, -4.820, 0.014], [-2.276, 0.768, 7.013], [-1.461, -1.773, 3.457], [-1.696, 0.484, 5.128], [-3.212, -1.406, -1.768], [0.897, 0.002, -3.622], [0.834, 4.859, -1.835], [2.495, -0.260, 4.897], [-0.997, -0.937, 7.033], [2.592, 0.021, -9.319], [2.111, 0.999, -9.391], [-0.015, 3.601, 1.550], [-0.897, -0.184, 3.923], [-2.667, -0.304, -0.108], [1.786, 0.319, 4.302], [-0.126, -3.713, 0.679], [-0.969, 0.541, 0.803], [-3.785, -1.158, 7.194], [2.143, 2.308, -7.239], [-1.347, -1.289, 8.005], [-0.090, -0.352, 7.180], [1.616, 1.702, 4.897], [1.510, 1.401, -8.072], [-3.391, -0.872, 6.217], [-3.993, 0.084, 0.276], [-2.823, 0.306, -2.074], [-4.152, 3.768, 0.346], [-1.143, -4.679, 0.395], [1.342, 2.454, -2.518], [-4.547, -1.784, 1.214], [1.218, 5.600, -1.134], [-1.310, -5.512, 2.378], [2.357, 3.722, -5.210], [1.183, -2.665, 2.489], [-1.756, -6.633, 1.081], [-2.543, -4.078, 0.358], [-1.600, 0.618, -6.064], [1.638, -3.892, 3.076], [4.546, 2.645, 1.035], [2.874, -4.337, 2.321], [-1.058, -5.844, 1.367], [0.555, -0.440, 4.466], [3.668, -3.596, 2.430], [-4.132, -0.254, 5.712], [-2.532, -0.588, -1.515], [-0.208, 4.660, -1.581], [-0.248, 0.201, -8.305], [-1.038, 2.449, 0.247], [-4.373, 0.806, -0.450], [-2.847, -3.742, 1.352], [-0.051, -6.262, 1.378], [1.902, -3.649, 4.551], [-0.415, -0.161, -1.549], [-1.506, -0.120, -5.266], [2.255, 0.328, 2.861], [1.671, 3.607, -1.785], [-2.305, 1.376, -5.716], [-1.337, -2.533, 4.225], [1.349, 0.931, -10.169], [5.393, 1.558, -0.070], [0.860, -4.654, 2.964], [-3.145, 3.719, 0.754], [-0.741, -1.809, 6.429], [2.610, -2.827, 4.671], [3.010, 4.294, -5.869], [3.063, 4.492, -0.433], [4.841, 2.495, -0.007], [-0.261, 1.207, -6.422], [-5.903, -0.766, 0.705], [-0.987, -1.130, -2.878], [-0.302, -2.533, 1.864], [-3.882, 0.602, 1.232], [3.235, -5.294, 2.705], [-3.237, -1.779, 5.632], [2.812, 3.600, -0.998], [2.544, 2.267, 4.788], [3.633, 2.479, -0.902], [3.072, 2.766, -7.564], [-0.795, -1.867, -1.272], [2.865, 1.716, -9.715], [3.299, 0.648, 2.836], [2.321, -4.542, 5.018], [2.643, -4.444, 1.262], [2.971, 3.286, -4.421], [-2.497, -1.719, 3.123], [0.826, 2.242, 4.373], [-0.234, -1.234, 1.066], [0.836, 5.293, -2.837], [3.290, 1.358, -1.635], [-2.092, -0.107, 6.389], [3.917, 0.473, -1.577], [-1.104, -0.972, -1.807], [0.425, 2.084, -5.567], [-1.010, 0.819, 2.811], [-2.729, 2.597, -1.287], [-0.894, -5.040, -0.606], [5.519, 3.308, -0.273], [1.363, 1.649, 5.957], [2.582, 0.029, -4.109]], "spin_multiplicity": 6, "charge": 0, "orbital_gap_ha": [0.2311, 0.2256], "homo_energy_ev": [-5.7771, -7.0783], "e_tot_ev": -128088.3892}